DFT (the ωB97M-V functional and the def2-TZVPD basis) results for a single C29H34N2O8 molecule.

```
73
Properties=species:S:1:pos:R:3:forces:R:3
C 0.892 4.186 -3.943 -0.288 -0.333 0.012
C 0.248 2.829 -4.202 0.461 0.312 -0.251
O -0.914 2.644 -3.401 -0.216 -0.298 0.276
C -0.737 2.290 -2.090 -0.056 0.156 0.091
C -1.415 3.036 -1.131 0.046 -0.032 -0.361
C -1.351 2.708 0.210 0.173 -0.174 0.135
C -0.574 1.637 0.628 -0.179 0.249 -0.044
C 0.106 0.887 -0.320 -0.123 0.178 -0.249
C 0.013 1.178 -1.671 0.029 -0.176 0.006
O 0.671 0.352 -2.559 0.044 0.433 0.328
C -0.186 -0.465 -3.351 -0.340 -0.427 -0.192
C -0.873 -1.548 -2.528 0.234 0.335 -0.108
H -1.538 -1.105 -1.789 -0.090 -0.020 0.054
H -1.456 -2.188 -3.184 -0.104 -0.088 -0.050
H -0.132 -2.155 -2.013 0.062 -0.097 0.057
H -0.935 0.152 -3.863 0.140 -0.012 0.012
H 0.477 -0.912 -4.096 -0.113 0.066 0.025
H 0.703 0.042 -0.016 0.096 -0.141 -0.038
C -0.535 1.190 2.075 -0.254 -0.136 -0.220
N 0.800 1.157 2.625 -0.210 -0.050 0.020
C 1.249 -0.076 2.955 0.563 0.089 0.294
O 2.340 -0.321 3.423 -0.038 -0.254 0.016
C 0.120 -1.062 2.666 -0.478 -0.599 0.053
O 0.170 -2.253 2.877 0.379 0.345 0.045
C -0.981 -0.259 2.155 -0.334 0.259 -0.007
C -2.219 -0.681 1.801 0.423 0.054 0.207
C -2.642 -2.088 1.787 -0.186 -0.139 -0.178
C -1.890 -3.046 1.121 -0.256 -0.112 0.050
C -2.308 -4.366 1.086 -0.148 0.037 0.123
C -3.505 -4.734 1.715 0.071 0.139 -0.100
C -4.252 -3.769 2.382 0.095 -0.181 -0.068
C -3.833 -2.457 2.411 0.110 0.041 -0.030
H -4.418 -1.712 2.926 -0.088 0.075 0.044
H -5.166 -4.077 2.865 -0.119 -0.041 0.052
O -3.979 -6.015 1.688 -0.047 0.302 0.258
C -3.329 -6.845 0.749 0.464 -0.151 -0.335
C -1.820 -6.611 0.788 -0.379 -0.387 0.152
H -1.301 -7.247 0.071 -0.068 0.005 0.092
O -1.529 -5.279 0.428 0.018 0.316 -0.094
H -1.447 -6.814 1.801 0.003 0.007 -0.108
H -3.581 -7.872 1.018 0.056 0.072 -0.067
H -3.703 -6.627 -0.261 0.018 -0.050 0.111
H -0.972 -2.789 0.620 0.165 0.040 -0.035
O -3.201 0.166 1.439 -0.043 -0.094 0.025
H -2.882 1.079 1.396 0.072 -0.052 -0.029
C 1.553 2.351 2.896 0.328 0.222 -0.062
H 0.931 3.049 3.471 0.077 -0.065 0.004
H 2.396 2.042 3.518 -0.128 0.065 -0.004
C 2.052 3.075 1.640 -0.080 -0.092 0.004
N 2.674 2.189 0.678 0.124 0.122 0.111
C 2.953 2.891 -0.562 0.095 -0.174 -0.225
C 3.541 1.921 -1.587 -0.281 0.303 0.005
O 4.719 1.322 -1.104 0.206 0.030 -0.053
C 4.451 0.635 0.096 0.014 0.030 0.389
C 3.897 1.569 1.170 0.117 -0.237 -0.184
H 3.678 0.980 2.060 0.059 0.021 0.037
H 4.656 2.333 1.417 -0.004 -0.020 0.008
H 5.397 0.199 0.421 -0.094 -0.026 0.028
H 3.723 -0.169 -0.089 0.047 -0.002 0.034
H 3.817 2.455 -2.499 -0.090 -0.022 0.016
H 2.797 1.149 -1.824 0.062 0.063 -0.035
H 2.015 3.302 -0.946 0.005 0.032 -0.025
H 3.665 3.721 -0.401 -0.065 -0.012 -0.020
H 2.738 3.879 1.968 -0.083 -0.030 -0.033
H 1.202 3.547 1.137 0.098 0.061 0.040
H -1.158 1.860 2.691 0.023 -0.065 -0.104
H -1.894 3.306 0.930 -0.036 0.073 0.121
H -2.004 3.875 -1.466 -0.050 0.091 -0.083
H -0.116 2.772 -5.231 0.086 -0.045 0.108
H 0.977 2.032 -4.032 -0.165 0.017 -0.050
H 0.171 4.982 -4.109 -0.028 0.097 -0.014
H 1.250 4.246 -2.917 0.063 0.050 0.078
H 1.734 4.325 -4.615 0.134 0.047 -0.064
```
Positions in Å, forces in eV/Å.

Calculated values
SMILES = CCOc1ccc([C@H]2/C(=C(\O)c3ccc4c(c3)OCCO4)C(=O)C(=O)N2CCN2CCOCC2)cc1OCC
maximum force = 0.8 eV/Å
M = 538.60 u
total charge = 0
relative energy (zero: lowest compared OMol25 entry of this formula, charge and spin) = 0.000 eV
spin multiplicity = 1
orbital gap = 8.1994 eV
HOMO = -8.35 eV
E_LUMO = -0.005 Eh



DFT (the ωB97M-V functional and the def2-TZVPD basis) results for 8 unconnected molecules or ions with the total composition C10H35BrN13O7 in a non-equilibrium geometry.

```
66
Properties=species:S:1:pos:R:3:forces:R:3
Br 0.233 -1.174 -0.349 -0.011 -0.038 -0.274
C -1.476 3.356 -1.053 -0.217 1.435 0.566
C -1.175 3.155 0.463 -0.337 0.311 -0.683
C -1.598 4.432 1.275 -0.152 -1.424 -0.244
O -1.418 4.119 2.632 0.638 0.728 -0.227
C -1.154 5.214 3.499 -1.480 -1.521 0.235
N -1.878 1.965 0.903 -0.213 0.612 0.304
H -1.533 4.444 -1.188 0.985 0.073 -0.785
H -2.501 3.137 -1.370 -0.148 -0.666 0.636
H -0.838 2.793 -1.732 0.312 0.380 0.052
H -0.110 3.026 0.664 0.065 -0.015 -0.217
H -2.652 4.650 1.058 -0.226 0.054 0.049
H -1.029 5.314 0.964 0.292 -0.055 -0.018
H -0.390 5.913 3.158 0.066 -0.043 -0.030
H -0.930 4.697 4.433 0.663 0.384 0.065
H -2.122 5.682 3.713 0.151 0.761 -0.188
H -1.396 1.134 0.563 -0.243 0.023 0.158
H -2.754 2.081 0.410 -0.315 -0.907 0.208
C 2.722 -3.998 -1.969 0.377 0.071 -0.207
O 3.393 -4.957 -2.340 -0.085 0.072 0.307
N 1.561 -3.634 -2.572 0.503 -0.731 0.148
N 3.054 -3.163 -0.949 0.342 -0.351 -0.057
H 1.241 -4.359 -3.190 -0.571 0.708 -0.327
H 1.210 -2.713 -2.365 -0.775 -0.217 -0.451
H 2.394 -2.437 -0.706 0.354 0.173 0.386
H 4.003 -3.226 -0.627 -0.169 0.261 0.219
C -1.299 -1.095 3.807 -0.123 1.241 -2.284
O -1.833 -0.091 3.388 -0.755 -0.189 0.789
N -0.425 -1.790 3.011 0.336 -1.144 1.469
N -1.463 -1.638 5.049 0.356 -0.936 1.317
H -0.240 -1.641 2.026 -0.175 0.426 0.214
H 0.004 -2.550 3.512 0.395 -0.188 -0.795
H -1.009 -2.510 5.261 -0.037 0.020 -0.116
H -2.219 -1.444 5.679 -0.134 0.613 -0.475
C -1.940 -0.734 -4.363 2.208 -1.652 0.755
O -0.831 -1.158 -4.718 -0.729 0.955 -0.142
N -2.314 -0.810 -3.069 0.314 -0.113 0.150
N -2.871 -0.250 -5.177 -1.291 0.811 -1.599
H -1.597 -1.260 -2.518 -0.460 0.000 0.700
H -3.288 -0.775 -2.832 0.178 -0.080 0.523
H -3.765 -0.021 -4.781 0.053 0.378 -0.208
H -2.565 0.234 -6.005 -0.152 -0.232 -0.034
C 1.617 1.713 2.890 -2.152 -0.866 -2.442
O 0.413 1.765 3.063 0.748 0.053 0.895
N 2.571 2.061 3.752 1.338 0.442 1.547
N 2.078 1.294 1.651 0.234 0.108 -0.625
H 3.494 2.300 3.438 -0.017 -0.185 0.141
H 2.354 2.045 4.732 0.004 0.307 -0.121
H 1.383 0.896 1.019 0.089 0.108 0.446
H 3.006 0.932 1.512 -0.019 -0.107 0.470
C 3.780 1.364 -2.397 1.771 2.165 1.805
O 4.937 1.757 -2.260 0.109 -0.371 -0.391
N 3.106 1.444 -3.558 -1.139 -0.791 -0.230
N 3.006 1.084 -1.306 -0.667 -0.768 -1.667
H 3.568 1.637 -4.426 0.120 -0.284 0.099
H 2.223 0.957 -3.520 -0.086 0.214 -0.880
H 3.333 1.225 -0.374 0.118 -0.146 -0.117
H 2.180 0.557 -1.549 -0.294 -0.027 1.192
C -1.381 -5.611 -0.437 -1.977 -1.984 0.664
O -1.753 -6.777 -0.240 0.675 0.449 0.020
N -1.077 -4.755 0.550 0.789 1.047 0.169
N -1.508 -5.058 -1.657 0.344 0.686 -0.850
H -0.969 -5.053 1.501 0.031 -0.283 -0.184
H -0.639 -3.891 0.267 0.042 0.282 0.398
H -1.771 -5.671 -2.407 0.152 0.087 0.003
H -1.153 -4.133 -1.836 -0.009 -0.125 -0.225
```
Positions in Å, forces in eV/Å.

Calculated values
maximum force = 3.4 eV/Å
M = 529.38 u
total charge = -1
relative energy (zero: lowest compared OMol25 entry of this formula, charge and spin) = 1.507 eV
spin multiplicity = 1
orbital gap = 8.1421 eV
HOMO = -5.73 eV
E_LUMO = 0.089 Eh



DFT (the ωB97M-V functional and the def2-TZVPD basis) results for 2 unconnected molecules or ions with the total composition C3H7NO2.

```
13
Properties=species:S:1:pos:R:3:forces:R:3
N -1.774 -1.349 -0.812 0.070 0.032 -0.100
C -0.765 -0.420 -0.868 -0.037 0.024 -0.348
O -0.635 0.320 -1.832 0.028 -0.268 0.174
C 0.142 1.289 0.470 0.161 -0.016 0.115
C 1.382 0.523 0.446 -0.209 0.216 -0.210
O 1.220 -0.742 0.816 -0.016 -0.096 -0.109
H -1.604 -2.196 -0.288 -0.060 0.236 0.078
H -2.247 -1.476 -1.700 -0.056 0.004 0.145
H -0.509 1.177 1.334 0.016 -0.127 -0.126
H 0.016 2.178 -0.146 0.003 -0.128 0.103
H 1.965 0.707 -0.474 -0.025 0.013 0.167
H 1.866 1.160 1.252 -0.053 0.051 0.057
H 0.073 -0.713 0.031 0.176 0.059 0.056
```
Positions in Å, forces in eV/Å.

Calculated values
maximum force = 0.4 eV/Å
M = 89.09 u
total charge = 0
relative energy (zero: lowest compared OMol25 entry of this formula, charge and spin) = 5.296 eV
spin multiplicity = 1
orbital gap (spin up / spin down) = 7.6775 / 7.6808 eV
HOMO (spin up / spin down) = -8.78 / -8.78 eV
E_LUMO (spin up / spin down) = -0.040 / -0.040 Eh



DFT (the ωB97M-V functional and the def2-TZVPD basis) results for a single C2H3FO2S molecule in a non-equilibrium geometry.

```
9
Properties=species:S:1:pos:R:3:forces:R:3
C -0.348 -0.295 -0.088 -8.561 -3.362 -3.765
C 0.750 0.150 0.482 7.416 1.611 6.846
O 0.022 -1.835 2.297 2.273 4.598 -1.531
O 2.168 -0.548 2.621 1.049 0.036 -0.342
F 0.136 0.541 3.119 0.061 -0.988 -1.625
S 0.856 -0.562 2.097 -1.620 -2.472 3.021
H -0.461 -0.011 -1.116 -0.982 -0.534 -0.289
H -0.960 -0.942 0.641 0.178 0.978 -2.289
H 1.596 0.717 0.152 0.189 0.132 -0.026
```
Positions in Å, forces in eV/Å.

Calculated values
maximum force = 10.2 eV/Å
M = 110.11 u
total charge = 0
<S²> = 2.01
relative energy (zero: lowest compared OMol25 entry of this formula, charge and spin) = 3.033 eV
spin multiplicity = 3
orbital gap (spin up / spin down) = 8.1028 / 7.2237 eV
HOMO (spin up / spin down) = -7.58 / -11.78 eV
E_LUMO (spin up / spin down) = 0.019 / -0.167 Eh



DFT (the ωB97M-V functional and the def2-TZVPD basis) results for a single C2H7FNOP molecule in a non-equilibrium geometry.

```
13
Properties=species:S:1:pos:R:3:forces:R:3
C -0.923 1.323 0.212 0.683 0.522 -1.505
C 0.107 -0.712 -0.463 -3.028 1.977 -1.810
N 1.487 -0.894 -0.525 0.976 -0.268 1.189
O -0.138 0.223 0.559 0.360 -0.420 -0.190
F 3.051 1.028 -0.600 -0.397 -0.134 1.195
P 2.342 0.038 0.589 1.484 1.231 -1.659
H -1.824 1.181 0.736 -1.504 0.483 0.467
H -1.104 1.398 -0.914 0.148 -0.100 1.453
H -0.378 2.210 0.526 -0.267 0.257 0.106
H -0.346 -0.178 -1.423 1.046 -1.531 1.303
H -0.523 -1.554 -0.221 0.235 -0.931 -0.301
H 1.884 -1.771 -0.777 -0.072 -0.520 -0.360
H 3.470 -0.787 0.559 0.335 -0.567 0.113
```
Positions in Å, forces in eV/Å.

Calculated values
SMILES = COCNPF
maximum force = 4.0 eV/Å
M = 111.06 u
total charge = 0
relative energy (zero: lowest compared OMol25 entry of this formula, charge and spin) = 2.966 eV
spin multiplicity = 1
orbital gap = 10.1862 eV
HOMO = -9.24 eV
E_LUMO = 0.035 Eh



DFT (the ωB97M-V functional and the def2-TZVPD basis) results for a gas-phase ion, C4H11N2 (charge +1) in a non-equilibrium geometry.

```
17
Properties=species:S:1:pos:R:3:forces:R:3
C -0.579 0.884 1.021 -0.470 0.817 -0.613
C 0.773 0.647 0.594 1.019 2.714 -5.767
C -0.288 -0.265 0.044 -1.133 2.508 0.976
C -0.783 -0.280 -1.403 0.851 -3.027 1.264
N 1.490 1.615 -0.635 -3.714 -2.417 3.360
N -0.380 -1.622 0.654 0.638 1.290 4.112
H -0.824 0.754 2.021 -0.191 -1.176 1.921
H -1.058 1.827 0.811 -0.152 -0.082 -1.260
H 1.498 0.222 1.147 2.209 -1.228 2.235
H 0.123 -0.674 -1.883 -0.566 -0.273 -0.815
H -0.930 0.675 -1.813 -0.660 1.210 -0.283
H -1.655 -1.040 -1.497 1.245 1.631 -0.183
H 2.078 2.266 -0.122 0.634 -0.637 -0.657
H 1.818 0.868 -1.235 1.208 0.783 0.123
H -0.679 -2.113 -0.091 -1.697 -2.947 -2.997
H -1.120 -1.675 1.440 1.552 0.000 -1.450
H 0.514 -2.088 0.947 -0.773 0.834 0.033
```
Positions in Å, forces in eV/Å.

Calculated values
SMILES = C[C@]1([NH3+])C[C@@H]1N
maximum force = 6.5 eV/Å
M = 87.15 u
total charge = +1
relative energy (zero: lowest compared OMol25 entry of this formula, charge and spin) = 3.878 eV
spin multiplicity = 1
orbital gap = 9.8181 eV
HOMO = -13.58 eV
E_LUMO = -0.138 Eh